Record 1
DFT (ωB97M-V/def2-TZVPD) results for C4H12BrFeN2O2 as an isolated structure.

Last column: natural (NBO) charge in e.
Atoms and positions in Å:
Fe1 -0.7688 0.9231 4.1372  1.56
Br1 -0.3338 0.3717 1.8905  -0.54
C1 -4.0578 1.1687 0.3033  0.77
O1 -4.0919 0.6306 1.4214  -0.71
N1 -5.1048 1.8519 -0.2073  -0.82
N2 -2.9220 1.0928 -0.4595  -0.85
H1 -5.1232 2.3007 -1.1011  0.41
H2 -5.9425 1.8023 0.3473  0.42
H3 -2.8730 1.4111 -1.4083  0.40
H4 -2.2287 0.4895 -0.0770  0.38
C2 3.4319 -2.0810 0.0216  -0.55
C3 3.2348 -0.5704 -0.4001  0.10
C4 1.9855 -0.4557 -1.3135  -0.60
O2 2.9969 0.0780 0.7895  -0.30
H5 3.3251 -2.7458 -0.8400  0.28
H6 2.7007 -2.4397 0.7465  0.24
H7 4.4424 -2.2261 0.4025  0.27
H8 4.1500 -0.1725 -0.8275  0.26
H9 1.8868 0.6029 -1.5475  0.26
H10 1.0868 -0.8513 -0.8351  0.23
H11 2.1179 -1.0737 -2.1999  0.28
H12 2.0874 -0.1072 1.1569  0.51

Multiplicity: 6
Net charge: +2
ΔE to the lowest compared entry with this formula, charge and spin in eV: 0.000
Strongest force on any atom in Eh/bohr: 0.0351
Kohn-Sham gap (spin up / spin down) in eV: 4.6 / 3.0
E in a.u.: -4256.56736
Highest occupied orbital energy (spin up / spin down) in eV: -14.8 / -14.8



Record 2
DFT (ωB97M-V/def2-TZVPD) results for C21H16Cl2CoN3O2S6 as an isolated structure.

Last column: natural (NBO) charge in e.
Atoms and positions in Å:
Co1 -0.3765 0.2114 -0.2334  1.21
Cl1 -2.8208 0.2123 -0.4332  0.02
C1 -3.2216 0.1951 -2.1155  0.02
C2 -4.5556 0.1691 -2.4739  -0.26
C3 -4.9106 0.1783 -3.8121  -0.25
C4 -3.9189 0.1969 -4.7820  -0.22
C5 -2.5925 0.2031 -4.4093  -0.06
Cl2 -1.3830 0.1952 -5.6370  0.01
C6 -2.1822 0.2155 -3.0612  -0.25
S1 -0.5104 0.2546 -2.6663  -0.34
H1 -5.3116 0.1456 -1.7036  0.22
H2 -5.9505 0.1742 -4.0984  0.21
H3 -4.1759 0.2078 -5.8297  0.22
S2 2.0503 7.3093 1.9702  -0.18
C7 1.7903 5.7244 1.6342  -0.56
S3 2.6023 4.4149 2.4350  0.42
C8 1.8040 3.0582 1.5907  -0.41
C9 0.8596 3.4333 0.6602  -0.47
S4 -0.1557 2.4995 -0.3407  -0.37
S5 0.6498 5.1795 0.4454  0.44
S6 2.3053 1.5111 2.0133  -0.47
C10 -0.5308 0.8021 4.0086  -0.23
C11 -0.2219 -0.4828 4.4703  -0.15
C12 -0.1235 -1.5092 3.5625  -0.22
C13 -0.3547 -1.2615 2.2005  0.16
N1 -0.6175 0.0012 1.7607  -0.53
C14 -0.6912 0.9853 2.6523  0.11
C15 -0.3267 -2.2723 1.1765  0.19
C16 -0.3417 -3.6538 1.4273  -0.22
C17 -0.2626 -4.5343 0.3764  -0.15
C18 -0.2086 -4.0322 -0.9250  -0.24
C19 -0.2467 -2.6638 -1.1013  0.09
N2 -0.2898 -1.8039 -0.0975  -0.52
H4 -0.6235 1.6364 4.6887  0.23
H5 -0.0465 -0.6550 5.5228  0.22
H6 0.1388 -2.5038 3.8916  0.21
H7 -0.9185 1.9690 2.2563  0.24
H8 -0.4059 -4.0151 2.4427  0.21
H9 -0.2326 -5.5993 0.5548  0.21
H10 -0.1109 -4.6875 -1.7754  0.22
H11 -0.2167 -2.2345 -2.0943  0.24
N3 4.1070 1.1940 -0.6111  -0.88
C20 4.2690 -0.2285 -0.3625  -0.34
C21 2.8916 -0.9033 -0.3180  0.82
O1 2.7451 -2.0650 -0.0522  -0.62
O2 1.8965 -0.0878 -0.6335  -0.74
H12 4.9520 1.6096 -0.9806  0.37
H13 3.8837 1.6749 0.2598  0.41
H14 2.2812 0.7967 -0.8423  0.55
H15 4.7860 -0.4804 0.5754  0.21
H16 4.8251 -0.6853 -1.1875  0.21

Multiplicity: 4
Net charge: -1
ΔE to the lowest compared entry with this formula, charge and spin in eV: 1.418
Strongest force on any atom in Eh/bohr: 0.0462
Kohn-Sham gap (spin up / spin down) in eV: 4.8 / 4.7
E in a.u.: -5817.03968
Highest occupied orbital energy (spin up / spin down) in eV: -3.3 / -3.3